Below is a 10-piece molecular cluster, H20O10 overall, with properties calculated with wB97M-V/def2-TZVPD.

XYZ file:
```
30
Properties=species:S:1:pos:R:3
H -3.40 -1.07 1.27
H -0.97 0.84 -3.86
H -1.43 3.86 0.89
O 1.88 0.58 -0.62
H -2.26 -2.02 1.63
H 0.33 0.11 -3.53
O -2.48 -1.08 1.56
O -2.06 1.67 -2.57
H 0.10 -0.98 2.86
O -0.29 0.25 -4.25
H 2.25 -0.22 -1.02
H 2.48 1.29 -0.90
H -2.72 0.97 -2.69
O -0.95 0.64 -0.28
H 1.78 -2.52 0.67
H -1.67 1.49 -1.67
H 1.51 -3.18 -1.62
H 1.15 -2.99 1.98
O 1.60 -2.24 1.57
H -0.03 0.35 -0.45
O -0.75 3.48 0.33
H 2.49 1.65 2.33
H 1.72 0.99 1.16
H 0.01 -2.94 -1.52
H -1.40 -0.11 0.15
O 0.37 -0.53 3.66
H 0.76 0.31 3.33
O 1.63 1.31 2.08
O 0.86 -2.56 -1.26
H -0.52 2.64 0.75
```

Output
Highest occupied orbital energy in eV: -10.032
Kohn-Sham gap in hartree: 0.3532
SMILES string: O.O.O.O.O.O.O.O.O.O
Relative energy (zero: lowest compared OMol25 entry of this formula, charge and spin) in kJ/mol: 246.8

Below is a 2-piece molecular cluster, C29H36N5O overall, with properties calculated with wB97M-V/def2-TZVPD.

XYZ file:
```
71
Properties=species:S:1:pos:R:3
H 3.69 5.26 -4.96
C 2.95 7.89 0.16
H -0.18 2.01 3.04
H -2.11 1.07 3.81
N 0.27 0.24 1.94
C 3.35 1.98 -3.96
H 2.16 -1.24 2.93
N 1.57 0.58 2.04
N 5.25 6.22 2.35
H -1.49 -1.58 -0.42
C 3.56 3.84 -0.88
O 5.08 5.62 -1.71
H 3.46 0.13 2.66
C -0.17 -1.02 2.56
C -2.38 -2.29 -2.26
C -1.91 0.70 2.80
H 0.76 3.17 -3.68
H 3.40 2.23 -5.02
C 5.10 8.69 1.86
C -2.40 -2.16 -3.66
C -1.52 -1.49 -1.50
H 2.13 3.97 0.72
H 4.35 1.67 -3.62
H -2.76 0.93 2.16
C 4.39 9.63 1.10
H 0.22 0.19 -0.24
C -0.66 -0.53 -2.11
C 1.02 1.28 -1.89
H 2.13 7.55 -0.48
C 4.30 4.69 -1.92
N 2.73 2.98 -1.72
C 3.33 9.24 0.26
N 3.96 4.21 -3.15
C 2.43 -0.23 2.56
H -0.04 0.25 -4.06
H 2.67 1.14 -3.84
C 3.60 5.51 0.99
H 6.02 6.22 3.01
H 4.66 10.68 1.16
H -2.25 -1.34 2.08
H 2.04 5.31 -0.43
C -1.65 -0.82 2.83
H 2.80 9.99 -0.33
C 4.58 5.11 1.89
H 4.95 4.03 -5.00
C 2.74 4.67 0.13
C -0.69 -0.44 -3.54
H 1.79 3.95 -4.88
C 2.89 3.21 -3.17
C 4.49 4.79 -4.37
H -0.81 1.97 1.37
H 1.93 2.01 -0.07
H -1.90 -1.24 3.82
C -1.56 -1.24 -4.30
H 0.34 -1.22 3.51
C -0.64 1.36 2.27
C 1.63 3.82 -3.81
H 5.93 8.94 2.52
H -1.56 -1.14 -5.38
H 5.23 5.55 -4.11
H 4.84 4.10 2.20
H 0.99 1.43 -2.97
C 3.65 6.95 0.92
C 4.71 7.36 1.78
H 4.32 3.25 -0.34
H 1.41 4.80 -3.36
C 0.20 0.31 -1.33
H -3.07 -2.78 -4.26
H 0.06 -1.86 1.87
C 1.89 2.08 -1.16
H -3.04 -3.00 -1.77
```

Output
Highest occupied orbital energy in eV: -9.683
Total charge: +1
Kohn-Sham gap in hartree: 0.1904
Relative energy (zero: lowest compared OMol25 entry of this formula, charge and spin) in kJ/mol: 123.1

Below is C39H29N2O11PS3Ta as an isolated structure, with properties calculated with wB97M-V/def2-TZVPD.

XYZ file:
```
86
Properties=species:S:1:pos:R:3
C -0.31 -3.00 -4.28
C 3.37 0.24 -5.16
C 1.18 -2.87 -6.16
C 3.67 -0.42 4.93
H 0.95 1.76 -7.75
H 4.06 -0.18 -4.44
H -1.02 -5.42 -6.54
C -0.52 -4.57 -6.09
C -4.10 0.79 -4.29
C 0.76 -2.38 -4.93
C -3.59 2.07 -4.35
C -3.77 -0.06 -3.24
C 0.89 -4.35 2.69
H -3.84 2.73 -5.17
C 2.77 -5.11 1.40
H 5.21 -2.16 1.29
H 4.14 -1.72 3.29
H 0.54 -2.24 2.68
C 5.26 -1.21 0.78
P 2.46 -1.01 1.04
C 2.33 -1.56 -2.08
O -1.39 1.59 0.09
O 0.17 1.74 -1.58
C 6.50 -0.72 0.39
C 2.24 -2.77 1.45
C 1.19 0.35 -6.16
H 1.50 -6.40 2.55
H 4.42 -0.86 5.56
H 7.56 0.88 -0.58
O -0.32 2.20 2.97
O 1.15 1.71 1.00
N 2.56 -1.80 -3.39
C 3.03 -3.81 0.99
C 1.53 -1.26 -4.26
C 4.21 0.75 -0.14
C 1.89 1.15 4.60
H 3.84 -3.62 0.30
C -2.92 0.36 -2.24
H -4.17 -1.06 -3.21
H -0.67 -2.64 -3.32
S -1.21 2.32 -1.19
O 2.92 -2.09 -1.16
Ta 0.34 0.22 -0.26
C 2.06 -0.20 -5.22
C 3.51 -0.91 3.63
O -1.12 -0.89 -0.71
C 4.11 -0.48 0.52
C 1.63 1.34 -7.02
O -0.21 0.00 1.77
H 0.89 -4.33 -7.69
C -2.72 2.50 -3.36
O -1.24 3.73 -1.20
H 1.23 1.93 4.94
C 2.87 0.60 5.41
C 1.70 -5.38 2.24
H 0.16 0.01 -6.20
H 2.01 -2.39 -6.67
H 0.06 -4.55 3.34
S 0.48 1.25 2.30
O -0.38 -0.01 -3.45
N 1.29 -0.63 -1.94
H -1.78 -4.56 -4.35
H -2.30 3.50 -3.39
C 1.17 -3.04 2.31
C 3.82 1.22 -6.04
S -2.72 -0.86 -0.94
C -0.94 -4.09 -4.86
C 6.59 0.50 -0.27
C -2.39 1.66 -2.31
C 2.95 1.77 -6.97
C 0.67 -0.54 -3.21
C 2.55 -0.37 2.79
C 5.44 1.23 -0.53
C 1.75 0.65 3.31
H 3.12 -2.60 -3.65
C 0.55 -3.96 -6.73
O -3.33 -0.42 0.25
H 3.29 2.54 -7.65
H 3.40 -5.92 1.04
O -3.02 -2.13 -1.51
H 5.51 2.19 -1.04
H -4.78 0.44 -5.06
H 4.84 1.56 -5.99
H 3.00 0.97 6.42
H 3.32 1.34 -0.34
H 7.39 -1.29 0.59
```

Output
Highest occupied orbital energy in eV: -11.394
Total charge: +1
Kohn-Sham gap in hartree: 0.2774
Relative energy (zero: lowest compared OMol25 entry of this formula, charge and spin) in kJ/mol: 48.9

Below is C28H45EuN13O2 as an isolated structure, with properties calculated with wB97M-V/def2-TZVPD.

XYZ file:
```
89
Properties=species:S:1:pos:R:3
C 3.54 1.57 1.95
O 1.36 -4.24 -7.21
C -0.58 -1.95 3.14
N -0.91 -2.08 -0.22
C -0.62 -4.19 0.52
H -0.44 -4.60 -3.62
C 1.50 -2.91 -0.07
N -0.29 2.80 -1.78
Eu -1.09 0.38 0.40
C -2.12 -2.69 -0.03
C 0.59 -0.44 5.04
N 0.56 -2.36 6.53
H 1.81 -2.65 -1.10
H -0.18 -5.10 0.94
C -3.72 4.77 1.99
N -3.14 3.67 2.47
C 0.33 -1.81 5.27
H -0.64 -0.06 -5.64
C 0.31 -3.35 -5.26
H 1.93 1.81 -0.99
N 0.97 0.14 -1.68
C 4.94 2.07 3.87
H 1.90 -6.36 -5.71
C -1.97 -3.97 0.50
C -0.61 3.94 0.44
C 1.08 -4.42 -6.03
N 1.30 -5.58 -5.34
N 3.65 1.95 3.25
N -1.19 -1.34 -3.98
H -0.52 -3.60 4.51
N -3.15 1.42 1.54
H 0.12 1.11 3.76
H -3.60 2.78 -2.49
H -0.31 4.88 0.91
H -1.71 4.01 0.21
H 2.64 1.30 -2.51
H -1.61 4.28 -2.46
N -4.18 5.75 1.56
H 4.88 1.60 4.84
C 0.09 0.11 3.90
H 2.22 1.98 4.69
C -1.54 3.19 -2.42
H 5.22 3.12 3.89
C -0.38 -3.63 -4.09
H -4.22 -2.66 -0.27
H 0.63 2.82 1.59
N -2.59 1.18 -1.56
C -0.29 -2.57 4.28
H -2.67 -4.71 0.81
H 0.91 0.20 5.80
C 0.20 3.82 -0.86
H 0.23 4.77 -1.47
H 0.70 -1.74 7.30
H 1.39 3.26 -3.06
H -0.16 -3.04 6.74
H 0.31 -0.17 -2.41
C 0.04 -3.03 0.07
H 1.94 -2.09 0.57
H 1.82 2.88 3.12
H 5.65 1.51 3.15
H 1.87 -3.87 0.27
H 1.41 -5.48 -4.32
H -3.61 -1.23 0.49
C -1.08 -2.56 -3.46
C 2.54 2.63 3.89
C 1.71 1.39 -1.95
H 1.57 -0.67 -1.45
N -0.38 -0.64 2.90
O 2.56 1.65 1.21
H -1.70 -2.74 -2.55
H -3.41 -1.50 -1.29
C -2.80 2.62 -1.79
H 2.95 3.57 4.25
H 1.20 3.50 -0.61
H 0.39 1.86 -3.49
N -0.33 2.80 1.36
H -0.98 -2.45 2.20
H -2.24 0.68 -2.39
H -3.41 0.74 -1.18
C -3.23 2.47 2.00
H 0.55 -1.95 -6.83
H -1.52 2.99 -3.54
H 4.49 1.15 1.50
C -0.56 -1.08 -5.15
C 0.13 -2.08 -5.80
H -3.03 3.09 -0.83
C -3.36 -1.99 -0.28
C 0.78 2.38 -2.64
H -0.86 2.98 2.19
```

Output
2S+1: 8
Highest occupied orbital energy (alpha / beta) in eV: -6.485 / -6.577
⟨S²⟩: 15.759
Kohn-Sham gap (alpha / beta) in hartree: 0.2433 / 0.2468
Relative energy (zero: lowest compared OMol25 entry of this formula, charge and spin) in kJ/mol: 85.7

Below is C4H5N3 in the gas phase, with properties calculated with wB97M-V/def2-TZVPD.

XYZ file:
```
12
Properties=species:S:1:pos:R:3
N -1.78 -0.09 0.11
C -1.19 0.99 0.44
H -0.95 -1.03 -1.55
H -1.70 1.86 0.86
C -0.77 -0.97 -0.47
H -0.91 -1.99 -0.08
N 2.89 -0.61 0.93
C 0.63 -0.20 -0.32
N 0.16 1.09 0.17
C 1.84 -0.58 0.46
H 0.75 1.63 0.79
H 1.03 -0.10 -1.33
```

Output
Highest occupied orbital energy in eV: -9.493
Kohn-Sham gap in hartree: 0.3741
SMILES string: N#C[C@H]1CN=CN1
Relative energy (zero: lowest compared OMol25 entry of this formula, charge and spin) in kJ/mol: 156.0

Below is C36H67F3N5O8PtS6 as an isolated structure, with properties calculated with wB97M-V/def2-TZVPD.

XYZ file:
```
126
Properties=species:S:1:pos:R:3
S 2.09 -4.17 -0.22
H 0.40 -2.71 -8.04
H -0.18 -3.93 0.39
H -1.23 1.68 1.71
C -3.33 1.86 0.82
H 3.66 -4.54 -2.00
O 3.94 3.02 -2.32
C -3.02 -4.72 0.47
C -4.27 0.03 -4.12
H -0.43 -2.04 -5.67
H 2.58 1.26 2.23
C 0.07 2.56 -3.84
H -0.60 -5.44 4.82
C -3.37 0.14 -2.05
O 2.45 -5.30 0.71
H -0.99 5.35 -3.53
F 2.07 0.79 -2.20
H -0.10 -3.21 6.38
N 2.82 -2.01 -5.98
H -4.71 -6.05 0.24
F 2.49 -0.75 -0.69
H -2.10 -2.94 1.12
N -4.51 -0.05 -2.76
H -1.31 -0.95 2.77
O -3.60 -3.55 5.27
C -1.52 1.20 6.52
H 6.83 1.79 -4.19
C -2.29 1.49 1.63
C -4.19 1.21 2.77
H -3.38 -0.08 -0.99
C 0.81 0.92 -0.25
C -2.91 0.32 -4.23
H -1.76 4.68 -1.17
H -2.15 -5.12 -0.01
S 5.24 2.28 -2.45
H 2.64 3.00 2.69
C 0.28 -4.33 -0.51
N -2.94 -3.49 1.08
H -2.16 -6.02 4.41
H -1.28 0.30 -2.72
H -1.77 0.54 7.33
H -5.41 -0.18 -2.35
C -1.78 2.56 6.47
C -1.52 4.39 -0.15
H -0.02 -3.83 -1.44
H -0.79 -0.97 0.56
H -3.24 2.29 -0.17
H 0.62 1.79 -4.36
O 0.97 5.22 -0.13
H -0.14 -2.28 2.85
C -2.33 0.31 -2.95
C 3.16 2.04 2.70
H -1.00 4.04 2.59
C -0.32 2.11 4.84
C -4.30 -5.17 0.71
C 1.70 -1.72 -5.24
C 0.60 -2.04 -5.99
H -5.13 0.06 -4.76
C -1.03 -2.83 5.97
H -0.13 2.41 -2.78
O 0.70 0.38 1.07
H -2.43 0.48 -5.18
C -0.20 5.37 -4.28
H 4.44 0.01 -3.20
H 3.99 -0.08 1.17
H 6.23 3.40 -4.29
H 6.02 0.07 -2.38
H 5.30 2.06 -4.96
C 0.14 -0.93 1.14
H 1.84 -1.44 -4.21
C 5.00 0.46 -2.38
H 0.54 3.51 1.79
C -0.07 4.35 2.12
S -0.30 5.44 0.66
H 0.91 -1.65 0.87
C -4.52 1.71 1.56
C -5.01 -4.21 1.41
S 4.75 2.12 1.84
H -6.02 -4.21 1.80
H -0.18 1.09 -0.68
H 0.31 -0.57 3.23
C 1.07 -2.45 -7.23
H 0.17 -5.41 -0.66
H 5.68 0.23 0.74
H 0.60 4.93 2.75
H -0.08 0.01 5.26
C -0.65 0.90 5.45
H 2.28 -5.70 -2.03
S 1.05 4.10 -3.87
H -1.39 -4.58 3.54
N -0.94 3.12 5.51
H -0.75 -2.48 4.97
H 0.44 2.34 4.11
H -4.17 -2.41 2.46
H -1.03 4.09 5.31
C 5.91 2.37 -4.11
H -4.80 0.90 3.60
H 3.18 -2.89 -7.90
H -2.29 0.87 3.67
H -0.93 2.70 -4.28
N -2.83 1.05 2.84
H 3.23 1.84 3.77
S -2.30 -4.09 5.82
H -5.52 2.00 1.26
Pt 2.66 3.78 -0.56
C 1.52 -0.02 -1.25
H -2.50 4.42 0.31
H -2.30 3.27 7.10
H -1.41 -1.93 6.44
C -0.28 -1.23 2.58
C 4.93 0.36 1.51
C -4.10 -3.21 1.74
H 2.10 -4.08 -2.64
C 2.59 -4.66 -1.86
H 4.50 0.16 -1.47
F 0.73 -0.84 -1.96
O 4.40 2.69 0.46
O 1.53 4.31 -2.45
C 2.44 -2.54 -7.19
H -1.09 3.39 -0.15
H -0.49 4.98 -5.26
H 0.37 6.30 -4.29
O 1.41 2.11 -0.06
C -1.59 -5.10 4.48
H 5.27 -0.24 2.35
H 3.77 -1.92 -5.66
```

Output
2S+1: 3
Highest occupied orbital energy (alpha / beta) in eV: -9.403 / -9.403
⟨S²⟩: 2.004
Total charge: +1
Kohn-Sham gap (alpha / beta) in hartree: 0.2626 / 0.2216

Maximum force values (in eV Å⁻¹) by entry order: 0.86; 2.72; 0.14; 4.15; 0.79; 2.22.